No. 1
Formula: C31H39BBrN8O2PrSb
Source: the Open Molecules 2025 dataset
Level of theory: ωB97M-V/def2-TZVPD

Each line ends with the Löwdin spin population.
CARTESIAN COORDINATES (ANGSTROEM)
H  -1.101  4.585  0.327  0.00
C  4.338  -0.578  3.289  0.00
H  -2.113  -1.316  6.143  0.00
H  0.729  3.691  1.063  0.00
H  2.953  0.504  -2.333  0.00
C  -2.617  -0.803  5.336  0.00
C  1.460  3.413  -2.296  0.00
H  -2.838  0.330  -3.170  0.00
H  2.767  4.872  -1.229  0.00
C  4.095  -4.595  0.927  0.00
H  5.440  -2.210  1.391  0.00
H  -2.167  2.381  -0.016  0.00
H  -4.041  0.844  1.148  0.00
O  -0.483  -0.626  1.818  -0.02
H  -1.092  -1.408  3.899  0.00
C  -1.546  -2.299  -2.558  0.00
H  -5.159  1.261  4.422  0.00
N  -1.697  -1.807  -0.263  0.00
Pr  0.995  -1.343  0.373  2.03
H  0.797  3.562  -3.177  0.00
N  -2.551  -1.515  0.910  0.00
H  -6.587  0.226  -5.416  0.00
H  5.345  -0.755  3.458  0.00
H  6.398  -1.200  -0.473  0.00
C  3.146  -5.523  0.651  0.00
C  -5.323  -1.533  -5.495  0.00
N  2.219  -3.469  0.877  0.00
Sb  0.364  2.080  -0.989  0.00
C  -1.744  4.349  -0.508  0.00
C  3.410  0.193  3.949  0.00
H  3.595  0.727  4.859  0.00
H  -2.607  -2.408  1.428  0.00
H  -4.097  0.169  6.355  0.00
C  1.193  2.729  0.906  0.00
H  -4.966  1.497  -4.088  0.00
C  -4.792  0.483  -4.307  0.00
C  -1.819  -0.409  1.647  0.00
N  3.293  -0.741  -0.747  0.00
C  -2.534  -0.240  2.941  0.00
C  3.721  0.011  -1.795  0.00
C  5.105  -0.026  -1.882  0.00
C  -5.668  -0.276  -5.058  0.00
C  5.499  -0.888  -0.885  0.00
C  -4.204  -2.180  -5.064  0.00
O  -4.236  1.276  2.026  0.00
H  3.256  3.225  1.659  0.00
C  -3.698  0.035  5.387  0.00
C  -2.311  -2.007  -1.344  0.00
C  -4.257  0.670  4.284  0.00
N  3.551  -3.360  1.036  0.00
H  -1.936  0.440  1.010  0.00
C  1.777  4.791  -1.749  0.00
H  5.648  0.405  -2.708  0.00
H  0.818  2.105  1.706  0.00
H  -1.515  5.089  -1.285  0.00
C  2.727  2.687  0.895  0.00
C  1.964  -4.729  0.560  0.00
H  2.333  2.866  -2.500  0.00
C  2.180  -0.173  3.383  0.00
H  3.256  -6.585  0.449  0.00
H  1.194  0.232  3.590  0.00
H  -5.962  -1.994  -6.205  0.00
C  -1.685  2.875  -0.822  0.00
H  5.157  -4.660  1.059  0.00
H  0.979  -5.065  0.351  0.00
H  -3.999  -3.243  -5.364  0.00
C  -1.984  -2.161  -3.826  0.00
H  3.200  2.984  -0.038  0.00
H  -3.414  -1.946  -1.398  0.00
H  -2.750  4.552  -0.146  0.00
H  -1.399  -2.583  -4.587  0.00
Br  0.212  -2.990  -2.311  0.00
H  1.763  5.606  -2.507  0.00
C  -2.011  -0.906  4.041  0.00
H  -2.316  2.664  -1.689  0.00
N  4.392  -1.300  -0.228  0.00
N  2.386  -1.031  2.421  0.00
C  -3.287  -1.473  -4.218  0.00
N  3.727  -1.216  2.305  0.00
H  2.967  1.599  1.101  0.00
C  -3.560  -0.159  -3.836  0.00
B  4.374  -2.052  1.145  0.00
H  1.026  5.223  -1.070  0.00
C  -3.682  0.547  3.055  0.00

The LUMO energy (spin up / spin down) comes out at -3.093 / -3.092 eV. Its HOMO energy (spin up / spin down) is -10.64 / -10.64 eV. As for the net charge: +1. Its spin multiplicity is 3.

No. 2
Formula: C2H6O
Source: the Open Molecules 2025 dataset
Level of theory: ωB97M-V/def2-TZVPD

Each line ends with the Mulliken charge.
CARTESIAN COORDINATES (ANGSTROEM)
H  -3.580  2.744  0.905  0.32
H  3.594  -1.917  -0.252  0.24
H  2.127  0.116  0.554  0.23
H  0.687  -0.727  -0.302  0.20
H  -4.857  2.709  0.015  0.33
O  -4.213  2.125  0.477  -0.65
H  1.975  -2.548  -0.959  0.19
C  2.520  -1.769  -0.413  -0.44
C  1.747  -0.733  -0.025  -0.42

The LUMO energy comes out at 0.960 eV. The SMILES is C=C.O. Its HOMO energy is -10.06 eV.

No. 3
Formula: C22H76N26O16
Source: the Open Molecules 2025 dataset
Level of theory: ωB97M-V/def2-TZVPD

Each line ends with the Löwdin spin population.
CARTESIAN COORDINATES (ANGSTROEM)
H  6.877  -3.010  -0.224  0.00
C  1.806  1.566  -3.755  0.04
H  2.995  -1.978  0.587  0.00
C  1.758  4.519  0.430  0.00
O  -0.313  -2.148  1.254  0.00
H  -0.942  -4.934  2.502  0.00
H  5.578  1.404  4.659  0.00
H  -2.593  5.110  -3.859  0.10
H  -3.853  -1.987  -0.998  0.00
C  1.142  0.868  0.140  0.00
H  -0.385  -4.902  -3.076  0.00
H  -2.008  0.044  -0.755  0.00
H  -0.575  -0.836  -1.171  0.00
H  -2.887  2.760  1.135  0.00
C  -7.101  -1.063  -0.893  0.01
H  5.446  -3.382  -1.084  0.00
N  -3.507  -0.612  -6.300  0.02
N  -3.322  2.197  1.852  0.00
H  -1.369  -3.354  3.069  0.00
N  -3.909  -0.696  3.982  0.00
N  -2.033  3.616  -2.268  0.04
H  0.416  -5.207  1.267  0.00
H  0.808  -0.942  -4.339  0.00
H  4.790  -3.398  1.040  0.00
C  -0.177  -3.339  1.526  0.00
N  0.854  2.441  -3.566  0.04
H  -3.124  6.382  -2.824  0.01
H  6.190  3.380  -1.217  0.00
C  -2.388  -0.632  -5.677  0.08
N  -1.271  -5.386  -3.117  0.00
C  5.310  -1.471  1.806  0.00
N  5.486  2.383  2.614  0.00
O  -3.539  -5.228  -2.651  0.00
C  1.149  -2.485  -2.932  0.00
N  1.873  4.374  1.696  0.00
H  1.389  5.000  2.323  0.00
H  -4.630  3.108  0.206  0.00
H  0.373  -4.053  -0.102  0.00
N  2.204  -1.071  3.619  0.00
H  2.520  -2.138  -1.516  0.00
O  -5.168  1.068  2.441  0.00
N  4.439  0.832  -0.828  0.00
H  1.634  -0.064  0.419  0.00
C  -4.603  1.902  1.767  0.00
H  6.217  -1.859  2.269  0.00
H  -2.754  -3.195  -1.575  0.00
O  -3.029  4.837  -0.783  0.01
N  -0.992  1.140  4.992  0.00
H  -4.586  -0.736  0.012  0.00
H  -1.379  -6.176  -3.737  0.00
H  4.425  -0.121  -0.494  0.00
N  -2.439  -1.002  2.498  0.00
H  5.970  -1.700  -1.044  0.00
H  0.690  5.995  1.100  0.00
H  2.402  3.591  2.054  0.00
H  1.312  -3.196  5.591  0.00
C  2.236  -1.734  4.736  0.00
H  -0.924  0.590  -1.984  0.01
H  -4.224  -0.751  4.940  0.00
N  1.636  0.877  -4.846  0.02
H  1.700  2.231  3.797  0.00
C  -2.349  -4.852  -2.569  0.00
H  -7.793  -1.235  -0.070  0.00
N  1.094  5.639  0.246  0.00
H  -6.187  2.427  0.610  0.00
H  1.027  3.039  -2.770  0.01
H  5.336  2.624  1.644  0.00
H  -3.584  -0.303  -7.258  0.01
O  2.222  3.718  -0.372  0.01
O  2.886  -1.352  5.643  0.00
N  0.965  1.868  4.386  0.00
O  0.851  -3.589  -2.507  0.00
H  1.289  -3.333  3.853  0.00
H  -3.085  -0.508  1.899  0.00
N  -2.044  -3.771  -2.005  0.00
H  5.323  -0.446  1.435  0.00
C  -0.346  1.039  0.164  0.00
C  -5.975  -2.083  -1.024  0.00
H  -7.742  -0.930  -1.765  0.00
H  -1.559  3.082  -1.553  0.00
N  5.435  2.715  -1.308  0.00
O  -0.825  2.286  3.148  0.00
H  -4.584  -2.527  0.563  0.00
O  -2.271  -1.955  4.571  0.00
N  0.627  -1.893  -4.051  0.00
C  5.514  1.562  -0.710  0.00
C  4.891  -2.372  0.686  0.00
H  1.714  1.547  0.772  0.00
O  -1.282  -0.651  -6.175  0.04
H  2.644  -0.206  3.341  0.00
O  -0.790  2.323  -0.133  0.00
N  -0.826  -3.933  2.445  0.00
O  6.519  1.080  -0.226  0.00
H  2.479  -0.876  -2.575  0.00
H  -2.696  1.904  2.589  0.00
H  -0.373  2.894  0.515  0.00
H  4.547  3.052  -1.651  0.00
N  -2.624  -0.802  -4.401  0.02
H  -0.667  0.576  1.097  0.00
H  -1.794  -0.641  -3.849  0.00
O  3.402  1.686  2.579  0.00
H  -0.048  -2.400  -4.604  0.00
H  -4.284  -0.991  -5.777  0.01
H  -6.284  -3.075  -0.693  0.00
O  2.728  1.335  -2.979  0.01
H  -1.958  1.128  4.696  0.00
C  -2.794  -1.207  3.734  0.00
O  3.773  -1.905  0.029  0.00
H  1.163  1.306  -5.628  0.04
H  4.578  -1.485  2.614  0.00
C  -0.331  1.803  4.135  0.00
N  4.599  1.463  4.418  0.00
H  -2.120  3.257  -3.207  0.09
H  1.206  1.260  5.156  0.00
N  -5.188  2.466  0.751  0.00
H  -5.624  -1.407  -2.828  0.01
H  2.224  0.111  -5.144  0.00
H  -4.326  -0.208  3.203  0.00
H  -1.113  -3.535  -1.693  0.00
H  -3.547  -0.489  -4.134  0.03
N  1.526  -2.808  4.683  0.00
H  -6.620  -0.102  -0.709  0.00
N  0.325  -4.278  0.881  0.00
H  -0.530  0.763  5.807  0.00
H  1.519  -1.335  2.924  0.00
C  -4.617  -1.795  -0.244  0.00
C  4.449  1.832  3.167  0.00
C  5.888  -2.612  -0.453  0.00
N  -2.917  5.401  -2.948  0.06
H  0.242  2.632  -4.346  0.11
H  -1.532  -1.323  2.191  0.00
H  3.831  0.879  4.715  0.00
O  -5.724  -2.258  -2.395  0.02
C  -0.949  0.170  -0.979  0.01
N  2.012  -1.723  -2.284  0.00
C  -2.853  4.630  -1.942  0.08
H  3.670  0.984  -1.465  0.00
H  6.442  2.296  2.930  0.00
H  0.699  5.788  -0.672  0.01
H  1.515  1.200  -0.829  0.00

The LUMO energy (spin up / spin down) comes out at 1.907 / 1.905 eV. Its HOMO energy (spin up / spin down) is -0.21 / -6.77 eV. As for the net charge: -1. Its spin multiplicity is 2.

No. 4
Formula: C2HFeO2
Source: the Open Molecules 2025 dataset
Level of theory: ωB97M-V/def2-TZVPD

Each line ends with the Löwdin spin population.
CARTESIAN COORDINATES (ANGSTROEM)
C  1.903  0.006  0.214  0.02
H  -3.359  -0.955  0.049  0.07
Fe  -0.324  -0.338  -0.036  4.08
C  -2.302  -0.622  -0.094  0.33
O  -2.101  0.606  0.087  0.48
O  3.007  0.137  0.325  0.01

The LUMO energy (spin up / spin down) comes out at -11.707 / -14.641 eV. Its HOMO energy (spin up / spin down) is -21.98 / -24.37 eV. As for the net charge: +2. Its spin multiplicity is 6.